This record from the Open Molecules 2025 dataset describes a cluster of 6 separate species, C28H44BF4NO19S in total at a distorted geometry. The level of theory is ωB97M-V/def2-TZVPD.

```
98
Properties=species:S:1:pos:R:3:forces:R:3:lowdin_charge:R:1
C 5.7963 -1.7267 -0.1598 -0.01 -1.30 -0.02 -0.123
N 5.1684 -0.4716 0.4457 -1.25 0.71 -2.62 -0.188
C 4.0144 -0.8185 1.3616 0.10 -0.48 1.92 -0.115
C 4.7326 0.4403 -0.7036 -1.03 -2.85 -4.80 -0.242
O 4.6164 -0.0942 -1.9421 0.95 3.30 7.11 -0.045
C 4.3686 2.0252 -0.5001 0.47 0.00 1.73 -0.042
B 2.7523 2.3800 -0.7339 0.34 -1.75 -2.19 -0.228
C 1.8083 1.7226 -1.9138 -0.17 -0.01 -0.89 -0.091
C 1.3495 0.1930 -1.5305 0.85 -0.88 0.66 -0.141
O -0.0467 0.1126 -0.9862 2.03 -0.74 1.41 -0.213
C -0.0280 -0.5533 0.3356 -0.60 0.20 0.28 -0.075
C -1.5332 -0.2760 1.0073 0.65 0.85 -0.68 -0.175
F -1.3404 0.7683 2.0574 -1.36 -3.50 -3.10 0.002
F -2.1035 -1.5179 1.5793 1.33 4.45 -1.75 0.015
F -2.3898 0.3157 -0.0876 2.02 -2.23 4.25 0.000
S 2.0520 3.6837 0.4827 4.82 4.24 4.91 0.911
O 2.4373 3.1903 1.9139 -2.63 0.79 -5.07 -0.363
O 2.9152 4.9851 0.2523 -4.20 -4.60 -0.30 -0.339
F 0.3732 3.9729 0.2690 2.99 -0.64 0.41 -0.251
H 6.6481 -1.4569 -0.9372 -2.05 -0.46 1.73 0.110
H 4.9607 -2.4054 -0.6751 1.85 1.53 0.85 0.105
H 6.2671 -2.4043 0.6962 -1.00 1.76 -1.62 0.103
H 3.2013 -1.5170 0.8758 1.48 1.42 0.63 0.089
H 3.5179 0.1256 1.8902 1.12 -1.86 -1.46 0.114
H 4.4861 -1.4493 2.2588 -1.05 1.38 -1.96 0.114
H 4.9825 2.6460 -1.2793 -1.27 -1.33 1.32 0.133
H 4.7129 2.3953 0.5786 -0.70 -0.96 -2.28 0.134
H 0.8970 2.4122 -2.2424 1.66 -1.66 1.00 0.139
H 2.4912 1.6416 -2.8882 -1.57 -0.02 2.57 0.104
H 1.5052 -0.5400 -2.4558 -0.68 1.68 1.94 0.156
H 2.0309 -0.2599 -0.6630 -1.09 1.10 -2.05 0.102
H 0.7492 -0.0962 1.0929 -1.54 -0.62 -1.55 0.144
H 0.2202 -1.6953 0.2467 -0.85 2.02 0.12 0.153
C 0.4859 3.5386 4.2780 0.09 -0.03 -0.27 -0.016
C 0.3953 2.4329 5.3096 -0.59 1.11 -1.02 -0.342
C 0.3378 2.9212 6.7242 -0.74 0.58 0.36 -0.108
O 0.8578 1.8180 7.4463 0.75 -0.83 -0.30 0.060
C 1.7038 1.1652 6.5917 1.43 -1.51 0.44 -0.508
O 2.4705 0.2789 6.9207 -1.57 1.77 -0.62 0.128
O 1.5760 1.6460 5.3164 0.42 -0.74 1.17 0.084
H 0.8151 3.1398 3.3125 -0.24 0.04 0.35 0.043
H -0.4830 4.0305 4.1460 0.09 -0.11 0.13 0.096
H 1.2197 4.2972 4.5702 -0.08 -0.14 0.03 0.097
H -0.4453 1.7676 5.0739 0.02 0.06 0.15 0.161
H -0.6807 3.1530 7.0500 0.23 -0.15 0.00 0.123
H 0.9799 3.7889 6.9147 -0.08 -0.04 -0.23 0.147
C -3.9394 -2.2521 -3.6208 -0.21 -0.04 -0.28 -0.009
C -2.5949 -2.8976 -3.3551 -1.31 0.54 0.28 -0.351
C -1.4909 -1.9210 -3.0896 -0.07 0.59 0.87 -0.115
O -0.3401 -2.6534 -3.4748 0.07 -0.82 -0.75 0.057
C -0.7531 -3.5409 -4.4309 1.46 -1.24 -1.40 -0.503
O -0.0068 -4.2079 -5.1235 -1.57 1.41 1.48 0.136
O -2.1194 -3.5748 -4.5078 1.24 -0.19 -0.20 0.066
H -4.6254 -2.9672 -4.0874 0.08 0.03 0.21 0.085
H -4.3878 -1.8861 -2.6918 0.11 -0.09 -0.11 0.094
H -3.8469 -1.4089 -4.3135 0.09 -0.11 0.11 0.092
H -2.6863 -3.6377 -2.5498 0.11 0.10 0.01 0.161
H -1.4302 -1.6280 -2.0371 0.16 -0.03 -0.29 0.124
H -1.5459 -1.0184 -3.7091 -0.20 -0.10 0.07 0.149
C -3.7785 -6.7537 -4.3372 0.12 0.22 -0.26 -0.010
C -5.2306 -6.7665 -3.9056 1.43 -0.01 0.11 -0.356
C -5.8682 -8.1210 -3.9492 0.20 -0.74 0.53 -0.117
O -7.2401 -7.8043 -4.1122 -0.35 0.84 -0.44 0.063
C -7.2809 -6.6003 -4.7612 -2.02 1.00 -1.02 -0.505
O -8.2865 -6.1033 -5.2336 2.18 -1.10 1.05 0.138
O -6.0370 -6.0311 -4.8123 -1.15 -0.27 -0.09 0.081
H -3.4530 -5.7333 -4.5665 -0.02 -0.16 0.18 0.072
H -3.1339 -7.1629 -3.5529 -0.13 0.07 -0.07 0.095
H -3.6282 -7.3427 -5.2480 -0.10 0.04 0.13 0.093
H -5.3327 -6.3000 -2.9173 -0.07 -0.15 -0.03 0.160
H -5.7085 -8.6928 -3.0300 -0.21 0.09 -0.15 0.144
H -5.5521 -8.7268 -4.8063 0.15 0.18 0.06 0.142
C 5.2831 3.1126 -7.7370 -0.02 0.36 -0.03 -0.018
C 5.2144 2.2807 -6.4727 0.48 0.32 -1.34 -0.349
C 4.0603 1.3272 -6.4316 -0.14 -0.73 -0.67 -0.106
O 3.8599 1.1548 -5.0391 0.21 0.92 1.02 0.070
C 4.2945 2.3077 -4.4439 -0.03 0.47 1.38 -0.463
O 4.1083 2.5954 -3.2759 0.74 -0.15 -2.78 0.088
O 4.9634 3.0974 -5.3398 -0.67 -0.55 1.26 0.100
H 5.9451 3.9739 -7.5968 0.02 -0.26 -0.03 0.092
H 5.6513 2.5163 -8.5778 -0.03 0.05 0.18 0.093
H 4.2997 3.5135 -8.0043 0.08 -0.12 0.09 0.090
H 6.1714 1.7692 -6.3074 -0.17 -0.06 0.01 0.165
H 4.2854 0.3705 -6.9127 -0.09 0.10 0.28 0.148
H 3.1388 1.7356 -6.8625 0.20 0.10 -0.06 0.144
C -4.8889 2.1454 8.8965 -0.17 -0.15 -0.28 -0.019
C -3.7378 3.1300 8.8751 -0.76 -1.14 0.50 -0.354
C -4.0517 4.4497 9.5097 -0.21 0.16 0.92 -0.114
O -3.1440 5.3220 8.8584 0.40 -0.16 -1.02 0.067
C -2.9058 4.7766 7.6262 0.97 1.16 -1.68 -0.514
O -2.3207 5.3424 6.7212 -1.16 -1.23 1.90 0.133
O -3.4184 3.5100 7.5457 0.58 1.09 -0.26 0.075
H -4.7155 1.3332 8.1824 0.09 0.08 0.23 0.091
H -5.0184 1.7169 9.8953 0.09 0.07 -0.14 0.092
H -5.8290 2.6248 8.6034 0.16 0.03 0.05 0.089
H -2.8424 2.6702 9.3128 -0.07 0.14 0.04 0.163
H -3.8819 4.4496 10.5907 0.09 0.14 -0.23 0.146
H -5.0699 4.8018 9.3081 0.04 -0.23 -0.03 0.143
```
Positions in Å, forces in eV/Å.

Computed properties:
SMILES: CN(C)C(=O)CB(CCOCC(F)(F)F)S(=O)(=O)F.C[C@@H]1COC(=O)O1.C[C@@H]1COC(=O)O1.C[C@@H]1COC(=O)O1.C[C@@H]1COC(=O)O1.C[C@@H]1COC(=O)O1
Charge: 0
Frontier orbital gap in eV: 8.5
E_HOMO in eV: -9.70

***

This record from the Open Molecules 2025 dataset describes a structure of composition C28H44BrNOP2Pd at a distorted geometry. The level of theory is ωB97M-V/def2-TZVPD.

```
78
Properties=species:S:1:pos:R:3:forces:R:3:lowdin_charge:R:1
C 3.3138 5.3468 -0.5726 -0.20 -0.64 -0.71 0.078
C 2.1170 4.7606 -1.0168 0.36 0.24 0.02 -0.177
C 2.0255 4.2213 -2.3176 0.79 0.31 0.59 0.050
C 3.1904 4.2195 -3.0910 0.48 -0.53 -1.74 0.000
N 4.3401 4.7356 -2.6477 -3.53 0.15 2.57 0.333
C 4.4148 5.2844 -1.4337 1.80 0.58 -0.24 0.025
C 0.9994 4.6480 -0.1399 -1.80 -0.34 0.08 0.140
C -0.0949 4.3890 0.3664 1.09 0.54 -0.14 0.134
C -1.1733 3.7302 0.9651 0.26 1.34 -0.17 -0.168
C -0.9970 3.2055 2.2729 0.27 -2.01 0.73 0.088
C -1.2495 1.8302 2.3639 0.33 1.98 0.44 -0.041
C -1.8136 1.2790 1.2192 0.32 -2.66 0.32 -0.215
C -2.6072 1.9489 0.3094 -0.25 2.15 -0.60 -0.029
C -2.2700 3.3035 0.1690 -0.65 -1.99 -0.63 0.083
Pd -1.4404 -0.6954 0.8964 0.49 -0.29 -0.80 0.402
P 0.7789 -0.4548 0.1796 1.22 0.45 -0.22 0.945
H 1.0939 3.7896 -2.6934 0.52 0.20 -0.06 0.149
H 3.4020 5.7904 0.4213 0.20 -0.07 -0.41 0.161
H 3.1748 3.7791 -4.0930 0.12 0.20 0.17 0.168
H 5.3778 5.6891 -1.1204 -0.03 0.00 -0.08 0.173
H -2.6884 3.9294 -0.6139 0.15 -0.04 0.03 0.158
H -0.5344 3.7793 3.0714 0.20 -0.09 -0.20 0.161
H -3.3828 1.4338 -0.2598 0.32 0.34 -0.09 0.125
H -0.9731 1.2100 3.2206 0.02 0.37 -0.25 0.099
C 1.4389 -2.1417 0.4843 -0.78 -0.08 0.51 -0.363
C 2.7737 -2.5404 -0.1427 0.37 -0.16 -0.18 -0.097
H 0.6465 -2.8392 0.1597 0.28 0.11 0.20 0.060
H 1.4803 -2.2157 1.5836 -0.06 0.00 -0.22 0.085
H 2.9931 -3.5761 0.1548 -0.13 0.29 -0.08 0.108
H 2.7541 -2.5204 -1.2370 -0.03 0.03 0.15 0.080
H 3.6115 -1.9322 0.2118 -0.25 -0.08 -0.12 0.073
C 1.1399 0.0484 -1.5512 -0.78 -0.02 -0.26 -0.356
C 2.5589 0.4773 -1.9277 0.46 0.00 -0.10 -0.119
H 0.4501 0.8862 -1.7446 0.05 -0.22 -0.04 0.077
H 0.8179 -0.7799 -2.2012 0.09 0.29 0.21 0.061
H 2.5956 0.6981 -3.0028 -0.15 -0.16 0.19 0.093
H 2.8732 1.3950 -1.4210 -0.09 -0.19 0.12 0.055
H 3.3113 -0.2998 -1.7467 -0.24 0.23 0.02 0.078
C 1.7083 0.7230 1.2279 -0.72 0.27 0.36 -0.372
C 3.2035 0.4759 1.4074 0.40 -0.05 0.01 -0.101
H 1.2224 0.6609 2.2157 0.20 0.05 -0.29 0.043
H 1.5094 1.7301 0.8186 0.02 -0.28 0.05 0.076
H 3.6097 1.2723 2.0452 -0.12 -0.20 -0.11 0.098
H 3.3972 -0.4722 1.9246 -0.06 0.25 -0.16 0.089
H 3.7615 0.4989 0.4642 -0.13 -0.10 0.29 0.065
Br -2.8012 -2.0698 2.3296 -0.50 -0.17 0.60 0.560
P -2.2124 -2.0953 -1.2410 -0.48 -0.43 -0.85 1.017
C -0.9321 -2.7774 -2.3644 0.70 0.52 0.38 -0.382
C -1.2983 -4.0422 -3.1379 -0.28 -0.34 -0.15 -0.089
H -0.0445 -2.9559 -1.7354 -0.19 -0.07 -0.35 0.058
H -0.6677 -1.9669 -3.0602 -0.12 -0.13 0.19 0.083
H -0.4540 -4.2844 -3.7983 -0.21 0.02 0.21 0.109
H -1.4578 -4.8959 -2.4675 0.04 0.18 -0.27 0.088
H -2.1813 -3.9065 -3.7777 0.28 -0.08 0.28 0.080
C -3.2210 -3.4938 -0.6245 0.44 0.06 0.57 -0.395
C -4.5623 -3.7362 -1.2894 -0.51 0.01 -0.24 -0.094
H -3.3805 -3.2563 0.4482 -0.13 -0.32 -0.22 -0.053
H -2.5839 -4.3870 -0.6544 -0.07 0.17 0.17 0.102
H -5.1124 -4.4754 -0.6953 0.12 0.12 -0.13 0.110
H -5.1728 -2.8258 -1.3222 0.06 -0.28 -0.03 0.085
H -4.4643 -4.1395 -2.3052 0.04 0.10 0.29 0.091
C -3.2985 -1.0238 -2.2557 0.06 0.67 0.64 -0.377
C -3.5848 -1.5272 -3.6681 -0.09 -0.40 -0.55 -0.103
H -2.8092 -0.0382 -2.2939 -0.11 -0.18 -0.06 0.075
H -4.2327 -0.8932 -1.6898 0.21 0.03 -0.09 0.091
H -4.1991 -0.7890 -4.1975 0.15 -0.06 0.20 0.107
H -2.6705 -1.6680 -4.2572 -0.21 0.08 0.15 0.081
H -4.1512 -2.4685 -3.6863 0.23 0.33 0.10 0.078
C 0.3739 0.5864 5.4530 0.33 0.18 -0.52 -0.014
C 0.3969 -0.7911 4.8422 0.12 -0.73 -0.28 -0.453
C 0.0769 -1.9285 5.7890 -0.09 0.31 -0.33 0.006
O 0.6545 -0.9985 3.6422 -0.66 0.59 1.14 -0.037
H 0.9286 0.6056 6.4026 -0.31 -0.04 -0.22 0.116
H -0.6677 0.8896 5.6428 0.25 -0.17 0.17 0.107
H 0.8315 1.2983 4.7576 -0.02 0.00 0.16 0.074
H -0.4745 -2.6903 5.2384 0.08 -0.13 0.11 0.083
H 1.0175 -2.3735 6.1449 -0.19 0.12 -0.04 0.118
H -0.5058 -1.5836 6.6537 0.26 -0.13 -0.22 0.103
```
Positions in Å, forces in eV/Å.

Computed properties:
Charge: +4
Frontier orbital gap (spin up / spin down) in eV: 6.3 / 4.3
E_HOMO (spin up / spin down) in eV: -19.26 / -19.24
Expectation value of S²: 6.09
Multiplicity: 5

***

This record from the Open Molecules 2025 dataset describes a structure of composition C28H44CaCl3N4O3SeSi at a distorted geometry. The level of theory is ωB97M-V/def2-TZVPD.

```
85
Properties=species:S:1:pos:R:3:forces:R:3:lowdin_charge:R:1
C 0.4009 3.1659 -3.0405 -0.06 0.16 0.01 -0.039
C 0.6906 1.8412 -3.6776 0.42 -0.81 -0.20 -0.233
H 1.0476 3.9581 -3.4155 0.01 0.03 0.07 0.056
H 0.5138 3.1090 -1.9482 -0.04 -0.08 -0.25 0.067
H -0.6323 3.4723 -3.2463 0.06 -0.11 0.08 0.088
C 1.5570 1.6162 -4.6668 -0.12 0.22 -0.24 -0.135
C 2.3710 2.6609 -5.3740 0.26 0.02 -0.26 -0.115
H 1.6983 0.5927 -5.0507 -0.15 0.43 0.28 0.104
H 2.2881 3.6647 -4.9291 0.04 -0.42 -0.19 0.057
H 2.0764 2.7245 -6.4349 0.09 0.09 0.24 0.066
H 3.4316 2.3609 -5.3688 -0.16 0.21 -0.02 0.062
Ca -0.0036 0.5371 0.3922 0.01 -0.57 -0.94 0.776
Cl -2.5175 0.4474 -0.5122 -0.34 -0.06 0.07 -0.238
Cl 0.6908 2.8619 1.2642 0.10 0.35 0.24 -0.166
C -0.9455 -2.4688 -0.8129 0.01 1.00 0.22 -0.339
O -0.1740 -2.0049 0.0397 -0.59 -0.70 -0.45 -0.101
N -0.9050 -3.7166 -1.3067 0.46 -0.67 0.16 -0.179
C 0.0815 -4.6783 -0.8377 -0.08 0.01 -0.13 -0.044
C -1.7640 -4.1717 -2.3870 -0.20 0.40 0.15 -0.054
H -1.7619 -1.8426 -1.2277 0.32 -0.15 0.09 0.064
H 0.6910 -4.2266 -0.0529 -0.13 -0.01 -0.14 0.083
H 0.7225 -4.9892 -1.6763 -0.08 0.08 0.20 0.086
H -0.4275 -5.5722 -0.4456 0.13 0.19 -0.05 0.086
H -2.3652 -3.3219 -2.7349 0.14 -0.27 0.02 0.093
H -2.4326 -4.9758 -2.0456 0.12 0.14 -0.02 0.084
H -1.1638 -4.5443 -3.2257 -0.07 0.15 0.16 0.075
H 2.9112 2.2003 -1.5501 0.02 -0.19 0.20 0.089
H 3.7040 0.1671 -2.9846 0.05 0.00 0.41 0.084
C 3.3856 1.7540 -0.6651 -0.21 0.35 0.06 -0.055
C 4.2724 -0.0725 -2.0677 -0.16 -0.21 0.05 -0.057
N 3.5453 0.3251 -0.8689 0.26 -0.52 -0.04 -0.176
H 2.7546 1.9743 0.2078 0.25 -0.22 -0.36 -0.001
C 2.9281 -0.5913 -0.1073 -0.76 0.96 0.64 -0.312
O 2.1785 -0.3195 0.8561 1.05 -0.50 -1.05 -0.152
H 4.4377 -1.1599 -2.0288 0.04 0.34 -0.11 0.082
H 3.1413 -1.6393 -0.3927 -0.06 0.27 0.04 0.140
H 4.3723 2.2163 -0.5232 -0.09 -0.13 -0.01 0.089
H 5.2432 0.4441 -2.1194 -0.25 -0.17 0.11 0.085
O 0.7246 0.4927 -1.7797 0.66 -0.02 1.78 -0.371
C 0.0545 0.6683 -2.9319 -0.47 -0.20 0.04 -0.492
C 0.9859 -1.6383 -3.5966 -0.09 0.13 -0.15 -0.038
C -0.0106 -0.6664 -3.6969 -0.33 0.94 -0.06 -0.169
H 1.8159 -1.4797 -2.9050 -0.30 0.06 -0.15 0.101
C 0.9305 -2.7649 -4.4141 -0.09 0.30 0.02 -0.108
H -0.9917 0.9908 -2.7343 -0.06 -0.31 -0.24 0.084
C -1.1122 -0.8633 -4.5266 0.34 -0.35 -0.32 -0.034
H 1.7567 -3.4726 -4.3891 -0.21 -0.07 -0.03 0.093
C -0.1349 -2.9284 -5.2999 -0.14 -0.07 -0.11 -0.137
C -1.1721 -1.9889 -5.3484 0.30 0.09 0.18 -0.100
H -1.8752 -0.0829 -4.5433 0.10 -0.28 -0.09 0.120
H -0.1542 -3.7966 -5.9557 -0.04 0.12 0.06 0.089
H -1.9933 -2.0979 -6.0508 0.05 -0.15 0.09 0.091
Si 0.2841 6.1232 3.1239 -0.19 0.53 0.24 0.119
Cl 0.9285 6.4577 1.1503 -0.03 0.51 0.41 0.248
C 1.7814 5.4187 4.0030 -0.04 -0.46 -0.05 -0.234
C -1.3084 5.1897 2.8498 0.18 -0.49 0.03 -0.250
C -0.1486 7.6608 4.1746 -0.03 0.28 -0.19 -0.227
H 2.2129 4.6225 3.3875 -0.04 0.03 0.15 0.002
H 1.5145 4.9961 4.9817 0.01 0.05 -0.19 0.030
H 2.5488 6.1895 4.1731 -0.32 -0.10 -0.16 0.028
H 0.7009 8.3194 4.4106 -0.11 -0.25 -0.19 0.018
H -0.5422 7.3115 5.1458 0.12 -0.09 -0.32 0.027
H -0.9359 8.2898 3.7362 0.15 -0.18 -0.01 0.018
H -1.0699 4.3715 2.1566 -0.16 0.13 0.17 -0.062
H -2.0700 5.8220 2.3762 0.24 0.06 0.14 0.032
H -1.7353 4.7463 3.7570 0.08 0.12 -0.05 0.030
C -3.5644 -1.8925 2.3531 -0.06 -0.04 -0.16 -0.035
N -2.4772 -2.1776 3.2742 0.09 0.24 0.22 -0.073
C -1.5209 -1.2689 3.6947 -0.47 -1.37 0.31 -0.739
Se -1.3118 0.4920 3.2866 0.15 -0.26 -0.03 0.634
N -0.8260 -1.9508 4.6702 0.26 0.58 -0.01 0.097
C -1.4609 -3.1338 5.0177 0.13 0.35 0.68 -0.196
C -1.3391 -3.9057 6.1696 -0.12 -0.26 -0.58 -0.019
C -2.3228 -4.8715 6.3863 -0.21 0.11 -0.36 -0.098
C -3.4024 -5.0321 5.4841 0.55 0.09 -0.08 -0.093
C -3.4995 -4.2552 4.3220 0.41 -0.12 0.08 -0.010
C -2.5070 -3.2917 4.1250 -0.43 0.54 -0.08 -0.164
H -4.4567 -1.5510 2.9068 0.35 -0.02 -0.21 0.104
H -3.8145 -2.8295 1.8316 0.11 0.39 0.04 0.092
H -3.2396 -1.1343 1.6298 -0.14 -0.11 0.11 0.017
H -0.0825 -1.4876 5.1884 -0.43 -0.22 -0.29 0.152
H -0.4962 -3.7214 6.8232 -0.16 -0.19 0.23 0.108
H -2.2770 -5.5138 7.2626 0.01 0.18 -0.12 0.095
H -4.1508 -5.7879 5.7157 0.12 0.18 -0.19 0.096
H -4.2773 -4.3757 3.5695 -0.03 -0.01 0.43 0.106
```
Positions in Å, forces in eV/Å.

Computed properties:
Energy above the lowest of the compared OMol25 structures with the same formula, charge and spin in eV: 0.0000
Charge: -1
Frontier orbital gap in eV: 6.9
E_HOMO in eV: -4.76

***

Number 1: DFT total energy -92517.055 eV. Number 2: DFT total energy -125339.424 eV. Number 3: DFT total energy -171093.464 eV.